# 1
This record from the Open Molecules 2025 dataset describes a single C16H25NO3 molecule. The level of theory is the ωB97M-V functional and the def2-TZVPD basis.

```
! RIJCOSX wB97M-V def2-TZVPD def2/J DEFGRID3
* xyz 0 1
C 0.85065 0.70533 3.06262
C -0.63428 0.47269 2.81678
C -0.86615 -0.69886 1.86649
C -2.34693 -0.94951 1.60132
O -2.92279 0.20310 1.01848
C -4.22556 0.01696 0.50396
C -4.26093 -0.63995 -0.88185
H -3.73776 -1.59730 -0.85285
H -5.30127 -0.83034 -1.14784
C -3.61816 0.24371 -1.95705
N -2.23294 0.52195 -1.66543
C -1.22281 -0.15999 -2.26018
O -1.39025 -0.92007 -3.19695
C 0.12132 0.11519 -1.67652
C 1.08261 -0.88630 -1.73092
C 2.33906 -0.70871 -1.18245
C 2.66536 0.50148 -0.57706
C 1.70945 1.52201 -0.54678
C 0.45557 1.33159 -1.08266
H -0.25692 2.14260 -1.05980
H 1.98364 2.46131 -0.09206
O 3.84741 0.79913 0.02294
C 4.92413 -0.11466 -0.04162
C 5.61721 -0.10993 -1.40088
H 5.96933 0.89260 -1.63048
H 6.46655 -0.78728 -1.38149
H 4.93397 -0.42130 -2.18724
H 4.59091 -1.12520 0.22489
H 5.61748 0.23209 0.72989
H 3.04877 -1.51916 -1.23430
H 0.82689 -1.81963 -2.20992
H -2.06669 0.92464 -0.75322
H -4.16069 1.19240 -2.02936
H -3.64792 -0.26324 -2.92471
H -4.65494 1.02197 0.44225
H -4.82511 -0.57414 1.21072
H -2.87180 -1.18067 2.54192
H -2.45229 -1.81384 0.93168
H -0.43746 -1.60996 2.28912
H -0.36547 -0.49818 0.91744
H -1.08251 1.36808 2.38466
H -1.13662 0.27264 3.76611
H 0.99955 1.55008 3.73082
H 1.36409 0.91070 2.12608
H 1.30428 -0.17400 3.51547
*
```

Calculated values
orbital gap	9.46	eV
energy above the lowest of the compared OMol25 structures with the same formula, charge and spin	115.8	kJ/mol

# 2
This record from the Open Molecules 2025 dataset describes a single C16H25NO3 molecule. The level of theory is the ωB97M-V functional and the def2-TZVPD basis.

```
! RIJCOSX wB97M-V def2-TZVPD def2/J DEFGRID3
* xyz 0 1
C 6.50182 -2.29813 -0.06350
C 5.26756 -1.47093 -0.17975
C 4.55990 -1.03765 0.86118
C 3.34524 -0.23770 0.83406
C 2.66464 0.00639 2.02447
C 1.49614 0.73728 2.02583
C 0.96713 1.26901 0.85458
C 1.66450 1.06448 -0.35180
C 2.82542 0.30962 -0.34043
H 3.35937 0.15104 -1.26205
O 1.15343 1.64607 -1.48892
C 1.85316 1.49444 -2.69759
H 1.90932 0.44462 -3.00468
H 2.86332 1.91162 -2.63447
H 1.27973 2.05312 -3.43627
O -0.18186 1.98742 1.00668
C -1.10614 2.08963 -0.06112
C -2.48293 2.37919 0.53433
C -2.95018 1.27588 1.50038
N -3.03265 -0.06354 0.95706
H -2.10846 -0.38644 0.68655
C -3.96739 -0.24954 -0.13829
C -4.17863 -1.75738 -0.33768
C -5.26306 -2.04483 -1.36869
H -6.20354 -1.60791 -1.04387
H -5.39699 -3.11844 -1.46301
H -4.98724 -1.63101 -2.33487
O -4.54390 -2.35198 0.88534
H -4.06828 -1.86830 1.57633
H -3.22497 -2.19898 -0.68275
H -4.91735 0.20574 0.15686
H -3.64462 0.20341 -1.08892
H -2.25747 1.23678 2.34408
H -3.94217 1.53902 1.88054
H -3.19603 2.49448 -0.28346
H -2.43719 3.31763 1.08716
H -1.12817 1.15700 -0.63663
H -0.81593 2.89946 -0.74111
H 0.95823 0.92146 2.94270
H 3.04587 -0.39157 2.95287
H 4.89402 -1.30668 1.85633
H 4.96821 -1.24115 -1.19320
H 6.36666 -3.25131 -0.57553
H 6.74858 -2.49108 0.97757
H 7.34287 -1.79026 -0.53632
*
```

Calculated values
orbital gap	8.45	eV
energy above the lowest of the compared OMol25 structures with the same formula, charge and spin	269.9	kJ/mol

# 3
This record from the Open Molecules 2025 dataset describes a single C16H25NO4 molecule in a non-equilibrium geometry. The level of theory is the ωB97M-V functional and the def2-TZVPD basis.

```
! RIJCOSX wB97M-V def2-TZVPD def2/J DEFGRID3
* xyz 0 1
O -2.83769 0.74047 -1.40671
O -1.52358 -2.34240 3.02197
O -3.55236 -1.96183 1.07475
O -1.72183 -0.53891 0.92023
C 3.15227 1.21682 -4.94739
C 2.84467 1.27023 -3.64802
C -0.73447 1.09132 -2.10355
C 1.20914 0.68886 -0.82967
C -1.51894 0.59849 -1.12164
C -0.93531 0.06098 -0.02439
C 0.65392 1.16916 -2.03391
C 0.43447 0.22093 0.19993
N 1.91106 0.61548 2.28055
C -3.48812 2.00484 -1.02201
C 1.42827 1.74843 -3.26293
C 3.20110 0.09634 2.69301
C 1.25266 1.60148 3.16528
C 1.16094 -0.40369 1.43251
C -1.57291 -3.50899 2.14977
C -2.29204 -1.78704 0.35647
C -1.51416 -3.07300 0.67730
H -2.30757 -1.70368 2.98537
H -4.04407 -1.08834 1.11332
H 4.13311 0.81519 -5.35612
H 2.57073 1.51266 -5.81517
H 3.56564 0.83601 -3.00553
H -1.15109 1.54811 -3.03835
H 2.28316 0.63815 -0.68999
H -3.31725 2.83828 -1.60715
H -2.99141 2.22895 -0.09843
H -4.51978 1.88869 -0.95341
H 0.73062 1.78493 -4.07637
H 1.64713 2.82182 -2.94378
H 2.96292 -0.95816 2.97023
H 3.91780 0.04713 1.84438
H 3.56778 0.62573 3.65387
H 0.15022 1.62364 2.90738
H 1.70196 2.65414 3.03836
H 1.42810 1.13244 4.13512
H 1.92269 -1.03374 0.99352
H 0.35056 -0.98654 2.02325
H -0.78599 -4.29606 2.36324
H -2.46984 -3.99886 2.24428
H -2.47503 -1.77522 -0.65281
H -1.92465 -3.84977 0.06689
H -0.50285 -2.81347 0.32637
*
```

Calculated values
orbital gap	8.25	eV
energy above the lowest of the compared OMol25 structures with the same formula, charge and spin	652.7	kJ/mol

# 4
This record from the Open Molecules 2025 dataset describes a single C16H25NO4Si molecule in a non-equilibrium geometry. The level of theory is the ωB97M-V functional and the def2-TZVPD basis.

```
! RIJCOSX wB97M-V def2-TZVPD def2/J DEFGRID3
* xyz 0 1
O 0.68782 0.03670 -2.91617
O -1.80219 -4.71994 0.33332
O -0.70475 0.03464 -1.05433
O 0.45211 1.57147 0.41677
C -2.52015 -3.81780 -0.36007
C -0.59918 -4.16759 0.59033
C -1.75373 -2.68940 -0.60649
C -0.50564 -2.91020 0.01843
C 1.06134 -1.46825 -1.29969
N 0.35846 -0.45770 -1.78775
C 2.19385 -2.05587 -2.06094
C -1.53621 0.77797 2.59963
C -0.21005 0.15864 3.14178
C -1.68469 0.53915 1.10177
C 0.14247 -1.13235 2.41133
C 2.23539 2.72052 -1.68267
C 0.40794 4.34673 0.12661
C -0.78928 2.56757 -2.06507
C 0.68822 -1.98407 0.01617
C -0.35791 0.35310 0.31800
C 0.54067 -0.78304 0.97093
Si 0.58696 2.71069 -0.78992
H -3.51279 -3.95237 -0.75110
H 0.17397 -4.65291 1.18397
H -2.10745 -1.80330 -1.11556
H 2.40553 -1.46684 -2.96309
H 3.08767 -2.05571 -1.43469
H 2.00835 -3.07161 -2.43026
H -2.33755 0.26912 3.15909
H -1.60994 1.82724 2.85032
H -0.23846 -0.00849 4.23525
H 0.64251 0.85602 3.05814
H -2.21976 -0.40427 0.94270
H -2.30677 1.30491 0.62634
H -0.71814 -1.80809 2.42613
H 1.04447 -1.61578 2.87977
H 2.33218 3.66077 -2.20769
H 2.32974 1.91598 -2.39366
H 3.10500 2.60884 -1.02993
H 0.58718 5.22458 -0.48469
H 1.13961 4.25895 0.92980
H -0.60333 4.39601 0.55719
H -0.88663 1.53763 -2.42166
H -0.57234 3.19201 -2.92566
H -1.68248 2.99239 -1.60904
H 1.51361 -2.52433 0.46220
H 1.53436 -0.31172 1.03414
*
```

Calculated values
orbital gap	9.19	eV
energy above the lowest of the compared OMol25 structures with the same formula, charge and spin	173.5	kJ/mol

# 5
This record from the Open Molecules 2025 dataset describes C16H26B2N6O2Ti as an isolated structure in a non-equilibrium geometry. The level of theory is the ωB97M-V functional and the def2-TZVPD basis.

```
! RIJCOSX wB97M-V def2-TZVPD def2/J DEFGRID3
* xyz 0 3
H -0.51150 -2.81193 -0.09012
N 1.11071 -1.61389 -0.75350
B 3.40072 -0.84979 -1.96396
N 2.24773 -1.90191 -1.60578
C 2.08861 -3.14281 -2.10140
Ti 1.88831 0.07215 -0.44444
H 2.78234 -3.56915 -2.82209
C 0.91138 -3.72186 -1.56228
H 0.51419 -4.73520 -1.78605
C 0.35983 -2.75409 -0.71944
H 4.17801 -1.30938 -2.76240
C -0.00520 0.90965 2.03731
H 0.26386 1.35599 2.97317
H -0.45428 1.65894 1.32745
H 1.23216 0.64467 1.46416
N 4.37626 -0.68500 -0.59074
N 2.73345 0.53677 -2.51754
N 3.76978 -0.19762 0.55510
N 1.62083 1.20612 -1.90671
C 5.65829 -0.99707 -0.28573
C 2.94261 1.15466 -3.67134
H 6.37461 -1.38901 -0.98366
H 3.66277 0.74556 -4.33357
C 5.86063 -0.70910 1.05935
C 2.09574 2.27087 -3.83668
C 4.65530 -0.23749 1.56455
C 1.30408 2.26852 -2.69539
H 6.75434 -0.79537 1.63397
H 2.09953 2.94716 -4.70815
H 4.37983 0.05660 2.56045
H 0.57258 3.01628 -2.45264
H -0.66696 -0.22798 3.19067
C -4.07966 -1.18131 0.45904
C -3.27761 0.14057 0.58906
C -3.77304 0.97671 -0.59685
O -1.85132 -0.15219 0.74281
B -1.45161 -0.01997 2.11979
O -2.57942 0.35233 2.87995
C -3.57105 0.87422 1.98259
C -3.29939 2.40906 1.85435
C -4.80565 0.56014 2.83661
H -3.93071 -1.63348 -0.55020
H -5.18159 -1.00119 0.55294
H -3.77753 -1.92914 1.22568
H -3.72602 0.47834 -1.58086
H -4.85261 1.18080 -0.42635
H -3.29537 1.95265 -0.67254
H -4.18578 3.00106 1.52336
H -2.98008 2.77493 2.85113
H -2.44839 2.62977 1.16125
H -4.84102 -0.53437 2.93908
H -4.52861 0.93974 3.83867
H -5.76411 0.98604 2.49788
*
```

Calculated values
orbital gap (spin up / spin down)	5.01 / 4.85	eV